1.
The following is a DFT calculation (ωB97M-V with the def2-TZVPD basis set) of a cluster of 14 separate species, C50H73N11O3S3 in total in a non-equilibrium geometry.

Values from the calculation:
E_HOMO = -7.831 eV
HOMO-LUMO gap = 0.291 hartree
relative energy (zero: lowest compared OMol25 entry of this formula, charge and spin) = 2.7545 eV

Positions of all 140 atoms, in Å:
C: 1.090 -1.952 9.934
S: 1.028 -2.187 8.079
O: 1.560 -0.957 7.282
C: 2.194 -3.600 7.892
H: 0.414 -1.198 10.336
H: 2.134 -1.655 10.031
H: 0.864 -2.847 10.515
H: 3.192 -3.248 8.153
H: 2.309 -3.815 6.829
H: 1.955 -4.475 8.497
C: 0.974 0.996 -1.212
S: -0.374 -0.072 -0.655
O: 0.166 -1.476 -0.472
C: -0.558 0.439 1.128
H: 1.763 0.670 -0.534
H: 0.715 2.051 -1.126
H: 1.367 0.797 -2.209
H: 0.286 0.354 1.813
H: -1.399 -0.094 1.571
H: -0.813 1.493 1.241
C: -6.179 -4.613 7.202
S: -6.490 -2.777 7.372
O: -5.443 -2.023 8.173
C: -6.170 -2.362 5.613
H: -5.135 -4.715 6.904
H: -6.840 -5.000 6.426
H: -6.207 -5.034 8.206
H: -5.142 -2.569 5.317
H: -6.409 -1.319 5.401
H: -6.819 -2.929 4.946
N: 5.956 3.960 -8.824
C: 6.890 3.979 -9.849
C: 7.157 2.658 -10.230
C: 6.163 1.839 -9.622
C: 5.470 2.668 -8.724
H: 5.681 4.754 -8.265
H: 7.311 4.935 -10.122
H: 7.779 2.302 -11.037
H: 5.964 0.802 -9.847
H: 4.677 2.505 -8.008
N: -8.437 1.071 -2.137
C: -8.971 0.238 -1.219
C: -7.990 -0.040 -0.218
C: -6.842 0.628 -0.588
C: -7.143 1.338 -1.715
H: -8.843 1.282 -3.038
H: -10.007 -0.064 -1.232
H: -8.123 -0.743 0.591
H: -5.887 0.561 -0.087
H: -6.486 1.943 -2.323
N: 4.270 -3.243 2.057
C: 5.067 -4.326 2.144
C: 5.932 -4.236 3.233
C: 5.602 -2.979 3.810
C: 4.588 -2.374 3.030
H: 3.469 -3.121 1.454
H: 4.963 -5.136 1.438
H: 6.580 -4.960 3.702
H: 5.935 -2.640 4.780
H: 4.006 -1.477 3.185
N: -2.214 5.026 6.061
C: -2.680 6.235 5.609
C: -3.682 5.979 4.735
C: -3.696 4.566 4.495
C: -2.811 3.974 5.379
H: -1.380 4.893 6.616
H: -2.395 7.227 5.926
H: -4.263 6.705 4.186
H: -4.387 4.063 3.835
H: -2.727 2.931 5.647
N: 6.705 3.397 -3.031
C: 7.591 2.494 -3.481
C: 7.906 1.621 -2.460
C: 7.154 1.969 -1.328
C: 6.530 3.154 -1.726
H: 6.363 4.212 -3.521
H: 8.002 2.502 -4.480
H: 8.522 0.735 -2.514
H: 7.078 1.494 -0.362
H: 6.128 3.952 -1.119
N: -1.487 1.110 -9.101
C: -1.245 0.587 -7.871
C: -2.378 0.570 -7.158
C: -3.397 1.178 -7.933
C: -2.833 1.362 -9.266
H: -0.820 0.992 -9.850
H: -0.272 0.156 -7.688
H: -2.513 0.251 -6.135
H: -4.443 1.302 -7.696
H: -3.328 1.498 -10.216
N: 4.858 6.025 5.534
C: 3.731 5.604 4.910
C: 3.919 4.245 4.628
C: 5.229 3.981 4.701
C: 5.830 5.084 5.338
H: 4.966 6.884 6.053
H: 2.799 6.147 4.857
H: 3.131 3.601 4.269
H: 5.645 3.005 4.494
H: 6.823 5.185 5.751
N: -3.394 -7.566 2.884
C: -3.055 -6.363 2.283
C: -1.799 -6.113 2.860
C: -1.385 -7.155 3.640
C: -2.384 -8.089 3.633
H: -4.272 -8.057 2.790
H: -3.646 -5.731 1.637
H: -1.147 -5.257 2.771
H: -0.459 -7.294 4.178
H: -2.486 -9.030 4.153
N: 3.298 -3.791 -3.935
C: 4.487 -3.125 -3.801
C: 4.725 -2.647 -5.082
C: 3.887 -3.186 -6.021
C: 2.888 -3.787 -5.255
H: 2.773 -4.136 -3.144
H: 5.022 -3.069 -2.864
H: 5.439 -1.864 -5.287
H: 3.992 -3.036 -7.085
H: 1.956 -4.274 -5.504
N: -1.167 6.600 0.094
C: -2.187 6.607 -0.837
C: -1.608 6.773 -2.080
C: -0.256 6.818 -1.985
C: 0.018 6.730 -0.641
H: -1.301 6.504 1.090
H: -3.241 6.509 -0.619
H: -2.159 6.892 -3.001
H: 0.348 6.981 -2.866
H: 1.016 6.653 -0.235
N: -6.422 -3.728 -3.877
C: -7.420 -4.532 -4.378
C: -6.827 -5.705 -4.657
C: -5.437 -5.562 -4.515
C: -5.224 -4.299 -4.035
H: -6.636 -2.816 -3.500
H: -8.420 -4.126 -4.413
H: -7.246 -6.627 -5.030
H: -4.644 -6.270 -4.705
H: -4.351 -3.734 -3.741



2.
The following is a DFT calculation (ωB97M-V with the def2-TZVPD basis set) of a cluster of 6 separate species, C50H76N8O4PS in total in a non-equilibrium geometry.

Values from the calculation:
E_HOMO = -10.894 eV
HOMO-LUMO gap = 0.333 hartree
charge = +1

Positions of all 140 atoms, in Å:
C: 0.834 3.864 1.990
C: -0.541 3.386 2.445
O: -1.427 3.208 1.316
C: -2.631 2.554 1.721
N: -2.453 1.175 1.181
C: -2.446 1.295 -0.312
C: -2.827 0.043 -1.119
N: -4.143 0.239 -1.769
P: -1.632 -0.069 -2.612
S: -2.373 -1.046 -4.123
C: -2.851 -1.327 -0.375
O: -1.990 -2.233 -1.047
C: -2.686 -1.326 1.185
C: -1.165 -1.497 1.489
C: -0.093 -0.762 0.653
C: 0.949 -1.727 0.049
C: 2.079 -0.906 -0.599
O: 2.041 -1.028 -2.042
C: 2.449 0.098 -2.678
O: 3.438 0.638 -2.430
C: -3.323 -2.625 1.810
C: -4.652 -2.564 2.613
C: -3.450 -3.873 0.885
C: -2.249 -4.870 0.993
C: -3.282 0.036 1.748
C: -4.800 0.167 1.488
C: -5.444 1.440 0.931
C: -6.982 1.308 0.820
C: -7.459 0.036 0.107
C: -7.496 2.517 -0.001
C: -2.902 0.023 3.281
C: -3.883 0.541 4.328
C: -4.848 1.732 4.250
N: -3.849 -0.083 5.412
H: 1.560 3.654 2.779
H: 0.779 4.943 1.841
H: 1.104 3.338 1.075
H: -0.949 4.118 3.152
H: -0.447 2.398 2.929
H: -2.658 2.653 2.802
H: -3.409 3.132 1.233
H: -1.474 1.015 1.449
H: -3.048 2.131 -0.666
H: -1.424 1.566 -0.591
H: -4.447 -0.633 -2.197
H: -3.977 0.865 -2.559
H: -0.409 -0.672 -2.242
H: -1.317 1.267 -2.971
H: -3.864 -1.724 -0.522
H: -2.488 -2.718 -1.721
H: -0.908 -1.377 2.546
H: -0.965 -2.560 1.330
H: 0.497 -0.118 1.325
H: -0.424 -0.123 -0.169
H: 0.509 -2.375 -0.710
H: 1.413 -2.279 0.870
H: 3.052 -1.276 -0.261
H: 2.050 0.150 -0.308
H: 1.765 0.465 -3.460
H: -2.627 -2.977 2.581
H: -4.813 -3.543 3.066
H: -4.690 -1.841 3.432
H: -5.504 -2.374 1.952
H: -3.662 -3.690 -0.170
H: -4.296 -4.471 1.229
H: -2.599 -5.865 1.268
H: -1.691 -4.904 0.054
H: -1.560 -4.586 1.790
H: -5.398 -0.092 2.361
H: -5.078 -0.639 0.803
H: -5.304 2.250 1.659
H: -5.066 1.837 -0.012
H: -7.387 1.445 1.829
H: -7.406 -0.798 0.822
H: -8.526 0.151 -0.095
H: -6.886 -0.218 -0.785
H: -8.580 2.596 0.108
H: -7.309 2.341 -1.067
H: -6.997 3.453 0.268
H: -2.634 -0.978 3.608
H: -1.967 0.579 3.456
H: -5.833 1.390 3.913
H: -5.010 2.143 5.247
H: -4.555 2.568 3.613
H: -4.516 0.305 6.077
N: 6.136 1.148 0.974
C: 7.441 1.394 1.108
C: 8.376 1.150 0.114
C: 7.932 0.617 -1.086
C: 6.583 0.351 -1.245
C: 5.731 0.636 -0.189
H: 7.741 1.808 2.064
H: 9.422 1.372 0.275
H: 8.632 0.411 -1.887
H: 6.196 -0.066 -2.165
H: 4.668 0.450 -0.269
N: 9.784 5.198 -1.676
C: 8.905 4.211 -1.505
C: 8.200 3.619 -2.541
C: 8.416 4.081 -3.830
C: 9.325 5.108 -4.029
C: 9.980 5.627 -2.923
H: 8.766 3.885 -0.481
H: 7.500 2.820 -2.346
H: 7.884 3.647 -4.667
H: 9.522 5.497 -5.018
H: 10.703 6.429 -3.031
N: 0.882 4.336 -1.394
C: 2.106 4.261 -1.921
C: 2.563 5.091 -2.932
C: 1.700 6.054 -3.429
C: 0.424 6.149 -2.898
C: 0.068 5.271 -1.886
H: 2.747 3.491 -1.503
H: 3.567 4.986 -3.318
H: 2.018 6.721 -4.220
H: -0.279 6.887 -3.259
H: -0.920 5.312 -1.438
N: 1.651 -4.483 -4.435
C: 2.314 -3.466 -3.881
C: 3.372 -2.812 -4.494
C: 3.767 -3.238 -5.752
C: 3.092 -4.292 -6.344
C: 2.045 -4.876 -5.646
H: 1.972 -3.172 -2.899
H: 3.874 -1.991 -3.998
H: 4.590 -2.754 -6.264
H: 3.370 -4.655 -7.324
H: 1.487 -5.702 -6.072
N: -0.180 -5.683 3.404
C: 1.154 -5.679 3.413
C: 1.923 -6.621 4.077
C: 1.273 -7.624 4.775
C: -0.112 -7.647 4.780
C: -0.787 -6.659 4.081
H: 1.621 -4.874 2.855
H: 3.003 -6.569 4.047
H: 1.837 -8.379 5.308
H: -0.657 -8.413 5.314
H: -1.872 -6.640 4.054



3.
The following is a DFT calculation (ωB97M-V with the def2-TZVPD basis set) of a structure of composition C50H80AsF15N5O6 in a non-equilibrium geometry.

Values from the calculation:
E_HOMO = -10.187 eV
HOMO-LUMO gap = 0.304 hartree
relative energy (zero: lowest compared OMol25 entry of this formula, charge and spin) = 0.0000 eV
charge = +1

Positions of all 157 atoms, in Å:
C: -2.985 -3.884 -0.146
C: -2.406 -4.337 -1.493
C: -1.104 -3.491 -1.874
N: -0.271 -4.119 -3.036
C: 0.873 -3.060 -3.312
C: 1.879 -3.628 -4.301
C: 2.485 -5.010 -3.894
C: 1.386 -6.000 -3.496
C: 0.328 -5.460 -2.564
C: -1.197 -4.262 -4.222
H: -2.260 -4.051 0.651
H: -3.952 -4.314 0.116
H: -3.069 -2.801 -0.232
H: -3.162 -4.249 -2.274
H: -2.221 -5.411 -1.469
H: -0.524 -3.366 -0.960
H: -1.296 -2.454 -2.151
H: 1.272 -2.912 -2.308
H: 0.468 -2.095 -3.618
H: 2.664 -2.892 -4.479
H: 1.378 -3.735 -5.263
H: 3.183 -4.787 -3.086
H: 3.057 -5.461 -4.704
H: 1.853 -6.907 -3.113
H: 0.932 -6.362 -4.419
H: 0.858 -5.252 -1.634
H: -0.380 -6.257 -2.335
H: -1.785 -3.348 -4.315
H: -1.808 -5.138 -4.004
H: -0.656 -4.442 -5.151
C: -1.695 4.227 2.351
C: -0.626 5.034 3.229
C: 0.827 4.927 2.633
C: 1.366 3.413 2.592
N: 2.868 3.219 2.092
C: 3.214 1.716 2.195
C: 4.745 1.670 2.320
C: 5.174 3.046 2.783
C: 3.912 3.842 3.095
C: 3.063 4.006 0.748
C: 2.043 3.582 -0.378
C: 2.145 4.501 -1.547
H: -2.650 4.751 2.316
H: -1.706 3.158 2.563
H: -1.455 4.299 1.291
H: -0.587 4.773 4.286
H: -0.916 6.076 3.097
H: 1.573 5.562 3.110
H: 0.807 5.153 1.567
H: 0.718 2.763 2.004
H: 1.459 2.979 3.588
H: 2.809 1.315 1.266
H: 2.689 1.312 3.061
H: 5.274 1.444 1.394
H: 5.058 0.883 3.007
H: 5.655 3.639 2.005
H: 5.746 2.966 3.708
H: 3.956 4.916 2.918
H: 3.553 3.749 4.120
H: 4.093 3.808 0.452
H: 3.096 5.077 0.948
H: 1.020 3.483 -0.014
H: 2.328 2.621 -0.807
H: 3.166 4.350 -1.898
H: 1.924 5.559 -1.409
H: 1.415 4.245 -2.315
As: -0.504 -0.517 0.938
F: -0.969 -2.156 1.527
F: -1.866 -0.388 -0.227
F: 0.046 1.112 0.378
F: 1.011 -0.630 1.958
F: 0.425 -1.319 -0.411
F: -1.512 0.175 2.251
N: 2.138 -3.820 0.506
C: 1.528 -4.741 1.294
C: 2.054 -5.991 0.995
C: 3.077 -5.749 0.052
C: 3.110 -4.413 -0.307
H: 1.865 -2.853 0.604
H: 0.633 -4.482 1.842
H: 1.717 -6.831 1.585
H: 3.797 -6.493 -0.254
H: 3.736 -3.816 -0.954
N: -5.323 -1.231 -4.564
C: -4.107 -1.056 -4.079
C: -4.263 -0.971 -2.660
C: -5.653 -0.986 -2.429
C: -6.335 -1.158 -3.624
H: -5.557 -1.396 -5.533
H: -3.284 -1.007 -4.777
H: -3.532 -0.855 -1.873
H: -6.085 -0.809 -1.456
H: -7.385 -1.281 -3.849
N: 6.031 -1.650 0.761
C: 4.615 -1.549 0.928
C: 4.084 -1.092 -0.267
C: 5.139 -0.825 -1.182
C: 6.306 -1.085 -0.451
H: 6.735 -2.033 1.375
H: 4.053 -1.817 1.810
H: 3.029 -0.955 -0.456
H: 4.890 -0.496 -2.181
H: 7.348 -1.012 -0.722
C: 1.987 0.635 -2.965
C: 2.828 1.095 -4.008
C: 2.347 2.018 -4.967
C: 1.005 2.330 -5.000
C: 0.139 1.757 -4.026
C: 0.644 0.979 -2.983
H: 2.383 0.003 -2.184
H: 3.868 0.804 -4.039
H: 3.023 2.429 -5.701
H: 0.612 2.941 -5.800
H: -0.904 2.036 -4.024
H: -0.038 0.652 -2.212
C: -5.496 -2.045 1.611
C: -4.509 -0.905 1.602
O: -4.662 -0.198 2.860
C: -5.339 0.977 2.858
O: -6.019 1.391 1.881
C: -5.277 1.735 4.185
F: -5.868 1.062 5.215
F: -4.002 1.908 4.481
F: -5.955 2.895 4.111
H: -6.524 -1.749 1.401
H: -5.396 -2.566 2.563
H: -5.401 -2.665 0.719
H: -4.710 -0.322 0.704
H: -3.504 -1.327 1.634
C: -1.708 1.387 6.736
C: -1.303 0.704 5.391
O: -0.389 -0.333 5.551
C: 0.944 -0.092 5.522
O: 1.465 0.996 5.749
C: 1.805 -1.324 5.458
F: 2.416 -1.524 6.693
F: 1.195 -2.373 5.155
F: 2.703 -1.161 4.479
H: -0.755 1.688 7.172
H: -2.051 0.665 7.477
H: -2.348 2.211 6.419
H: -0.992 1.336 4.559
H: -2.234 0.322 4.971
C: -3.681 2.796 -0.500
C: -2.465 2.564 -1.380
O: -2.329 3.481 -2.435
C: -1.826 4.735 -2.143
O: -1.482 5.202 -1.035
C: -1.701 5.705 -3.364
F: -0.566 6.372 -3.438
F: -1.746 4.967 -4.448
F: -2.700 6.547 -3.288
H: -4.640 2.961 -0.991
H: -3.413 3.696 0.053
H: -3.805 2.023 0.259
H: -2.603 1.521 -1.665
H: -1.617 2.656 -0.701



Result set for E_LUMO: 0.1; -1.8; -1.9 eV, one per record in the order listed.